No. 1
{"formula": "C34H43Br2IrN4S", "method": "the ωB97M-V functional and the def2-TZVPD basis", "homo_lumo_gap_ev": [6.8, 5.8], "homo_energy_ev": [-12.917, -13.551], "lumo_energy_ev": [-6.0691, -7.7696], "relative_energy_kj_mol": 58.5, "spin_multiplicity": 5, "s2": 6.02, "charge": 2, "elements": ["Ir", "C", "C", "C", "C", "C", "C", "C", "C", "C", "C", "C", "C", "C", "C", "C", "C", "C", "H", "H", "H", "H", "H", "H", "H", "H", "H", "H", "H", "H", "H", "H", "H", "H", "H", "H", "H", "H", "H", "H", "H", "H", "H", "H", "H", "H", "H", "Br", "C", "C", "C", "N", "C", "C", "C", "C", "C", "Br", "C", "C", "N", "H", "H", "H", "H", "H", "H", "N", "C", "S", "N", "C", "C", "C", "C", "C", "C", "H", "H", "H", "H", "H", "H", "H", "H"], "coordinates": [[0.23157, 0.00707, 0.01248], [-0.08933, -1.16543, 2.34568], [-1.41883, -0.68053, 2.44968], [-1.35703, 0.75067, 2.26108], [0.02647, 1.07587, 2.01628], [0.83857, -0.10233, 2.15968], [2.29907, -0.20123, 2.52928], [3.07377, 1.05807, 2.13398], [2.94697, -1.43383, 1.88278], [2.31827, -0.35653, 4.06028], [-2.39203, 1.85017, 2.35168], [-3.20343, 1.74757, 3.65258], [-3.32103, 1.82197, 1.12268], [-1.73143, 3.23827, 2.36708], [-2.50723, -1.65423, 2.83318], [-3.85133, -1.40273, 2.14608], [-2.10563, -3.09643, 2.47548], [-2.65263, -1.61043, 4.37028], [0.21047, -2.17933, 2.52428], [0.41567, 2.07837, 2.08758], [3.08467, 1.17687, 1.05108], [4.10237, 0.97787, 2.47388], [2.64377, 1.94397, 2.59378], [2.80947, -1.42913, 0.80078], [2.52767, -2.35233, 2.28348], [4.01387, -1.44023, 2.08928], [1.86097, 0.50557, 4.53928], [3.34587, -0.44473, 4.39808], [1.77447, -1.24633, 4.36608], [-3.88653, 0.90847, 3.65208], [-3.79453, 2.64997, 3.77698], [-2.53163, 1.66517, 4.50338], [-3.76703, 0.85027, 0.95828], [-2.75823, 2.09397, 0.23348], [-4.11583, 2.54847, 1.26118], [-1.05453, 3.34157, 3.21038], [-2.50573, 3.99167, 2.47558], [-1.20423, 3.44557, 1.43968], [-3.71583, -1.38053, 1.06568], [-4.32663, -0.48573, 2.46838], [-4.53113, -2.21603, 2.38408], [-1.85483, -3.18113, 1.42138], [-2.94813, -3.75233, 2.67428], [-1.27773, -3.45903, 3.07748], [-2.94383, -0.63203, 4.73048], [-1.71303, -1.88323, 4.84458], [-3.40923, -2.32823, 4.67518], [-3.14033, 3.85927, -4.71182], [-2.24103, 2.87417, -3.37492], [-1.44533, 3.51097, -2.42202], [-0.81873, 2.72647, -1.47512], [-0.90183, 1.39957, -1.44112], [-1.65093, 0.77117, -2.36442], [-2.35153, 1.48907, -3.32862], [-1.66513, -0.69923, -2.31532], [-2.19443, -1.46613, -3.34772], [-2.15783, -2.85443, -3.25902], [-2.87343, -3.91023, -4.65022], [-1.56643, -3.43563, -2.13892], [-1.03803, -2.59953, -1.17552], [-1.09683, -1.27283, -1.23892], [-1.32783, 4.58117, -2.41342], [-0.22613, 3.18947, -0.69752], [-2.98663, 0.98757, -4.03872], [-2.62463, -1.00523, -4.22182], [-1.52073, -4.50633, -2.02382], [-0.53633, -3.01363, -0.31292], [2.66437, 2.18347, -1.46472], [2.89677, 1.03217, -2.11842], [2.00117, -0.35153, -1.71032], [3.81057, 1.02527, -3.08262], [4.23067, 0.02687, -3.98862], [5.01927, 0.45837, -5.05942], [5.41807, -0.43753, -6.03182], [5.03127, -1.76863, -5.95282], [4.30077, -2.21123, -4.86242], [3.91707, -1.32493, -3.87182], [2.01127, 2.19157, -0.69252], [3.17067, 3.03057, -1.66822], [4.26547, 1.91537, -3.26812], [5.31137, 1.49697, -5.13132], [6.02377, -0.09013, -6.85482], [5.31087, -2.45643, -6.73332], [4.03157, -3.25403, -4.77592], [3.39347, -1.70523, -3.01132]], "atomic_forces_ev_per_a": [[0.9, -0.1, -0.2], [-0.4, 0.2, 0.0], [0.4, 0.0, -0.2], [0.2, -0.1, 0.1], [0.0, -0.2, 0.2], [-0.3, 0.3, -0.3], [0.2, 0.0, -0.1], [-0.3, -0.2, 0.1], [-0.2, 0.2, 0.1], [0.0, 0.1, -0.2], [-0.4, 0.2, -0.2], [0.1, -0.1, -0.2], [0.1, 0.0, 0.2], [-0.1, -0.3, 0.1], [-0.4, -0.2, 0.2], [0.2, 0.0, 0.1], [0.0, 0.2, 0.1], [0.0, 0.0, -0.2], [0.0, -0.2, -0.1], [0.0, 0.0, -0.2], [0.1, 0.1, -0.1], [0.1, 0.0, 0.0], [0.0, 0.2, 0.0], [0.1, 0.0, 0.0], [0.0, -0.2, 0.0], [0.1, 0.0, 0.0], [0.0, 0.1, 0.1], [0.1, 0.0, 0.1], [0.0, -0.1, 0.1], [0.0, -0.1, 0.1], [-0.1, 0.1, 0.0], [0.0, 0.0, 0.2], [-0.1, -0.1, 0.0], [0.0, 0.0, -0.1], [-0.1, 0.1, 0.0], [0.2, 0.1, 0.1], [-0.1, 0.1, 0.0], [0.2, 0.1, -0.1], [-0.1, 0.0, -0.1], [-0.1, 0.1, -0.1], [-0.1, -0.1, 0.0], [0.0, -0.1, -0.1], [-0.1, -0.1, 0.0], [0.1, -0.1, 0.0], [-0.1, 0.1, 0.1], [0.1, 0.0, 0.1], [-0.1, -0.1, 0.1], [0.2, -0.3, 0.4], [0.1, 0.1, 0.1], [-0.3, -0.2, -0.3], [0.0, 0.2, 0.0], [-0.2, -0.3, 0.2], [0.0, 0.7, -0.1], [0.0, 0.1, 0.1], [-0.2, -0.5, -0.1], [0.0, -0.1, 0.2], [0.0, -0.1, 0.0], [0.2, 0.3, 0.4], [-0.2, 0.1, -0.3], [0.0, -0.4, 0.1], [0.1, 0.4, 0.0], [0.0, 0.1, 0.0], [0.0, 0.0, 0.0], [0.0, 0.0, -0.1], [0.0, 0.0, 0.0], [0.1, -0.1, 0.0], [0.0, 0.0, 0.1], [0.0, 0.1, 0.0], [0.1, 0.4, -0.1], [-0.8, -0.4, 0.4], [0.0, 0.7, 0.5], [0.3, -0.8, -0.7], [-0.3, 0.0, 0.3], [-0.1, -0.1, 0.0], [0.0, 0.0, 0.0], [0.2, 0.1, -0.2], [-0.1, 0.1, 0.2], [0.2, -0.1, -0.3], [0.0, 0.0, 0.0], [-0.1, -0.1, 0.1], [0.0, 0.1, 0.0], [0.0, 0.0, -0.1], [0.1, -0.1, -0.1], [0.0, 0.0, 0.0], [0.1, 0.0, -0.2]], "lowdin_charge": [1.20, -0.02, -0.08, -0.08, -0.13, -0.35, -0.56, -0.03, -0.03, -0.01, -0.52, -0.02, -0.01, -0.05, -0.52, -0.03, -0.04, -0.01, 0.12, 0.11, 0.05, 0.10, 0.09, 0.03, 0.09, 0.10, 0.10, 0.10, 0.09, 0.06, 0.10, 0.10, 0.06, 0.06, 0.10, 0.10, 0.10, 0.06, 0.09, 0.06, 0.10, 0.06, 0.10, 0.09, 0.07, 0.10, 0.10, 0.86, -0.64, -0.06, -0.14, -0.02, -0.20, -0.02, -0.20, -0.02, -0.63, 0.86, -0.05, -0.12, -0.04, 0.12, 0.11, 0.11, 0.11, 0.12, 0.11, 0.12, -0.73, 0.74, 0.09, -0.23, -0.02, -0.05, -0.06, -0.06, -0.07, 0.06, 0.13, 0.16, 0.12, 0.12, 0.11, 0.11, 0.02]}

No. 2
{"formula": "C4H7NO", "method": "the ωB97M-V functional and the def2-TZVPD basis", "homo_lumo_gap_ev": 10.1, "homo_energy_ev": -9.009, "lumo_energy_ev": 1.0423, "relative_energy_kj_mol": 416.3, "spin_multiplicity": 1, "charge": 0, "elements": ["C", "C", "O", "C", "C", "N", "H", "H", "H", "H", "H", "H", "H"], "coordinates": [[1.86867, -0.28319, 0.73856], [0.69140, 0.44613, 0.13837], [0.50415, 1.64222, 0.31929], [-0.18385, -0.38762, -0.71950], [-1.51791, -0.66800, -0.15838], [-1.57657, 0.50533, -1.03076], [1.58209, -1.28559, 1.07390], [2.28192, 0.29521, 1.56739], [2.63870, -0.40911, -0.03059], [-0.70732, 0.18136, -1.77912], [-1.68973, -0.40508, 0.88533], [-2.10095, -1.52215, -0.49854], [-1.37775, 1.37241, -0.51861]], "atomic_forces_ev_per_a": [[0.0, 0.0, 0.1], [0.0, 0.2, 0.0], [0.1, -0.4, -0.1], [0.2, -0.1, 0.3], [-0.2, -0.1, 0.2], [-0.1, 0.2, -0.1], [0.0, 0.1, -0.1], [-0.1, -0.1, -0.1], [-0.1, 0.0, 0.1], [-0.1, 0.2, -0.2], [0.1, 0.0, -0.1], [0.1, 0.1, 0.0], [0.0, -0.1, -0.1]], "lowdin_charge": [-0.02, -0.48, 0.04, -0.12, -0.18, 0.04, 0.08, 0.08, 0.09, 0.14, 0.12, 0.10, 0.10]}

Computed electronic energy, in the same sequence as the records: -195660.6097; -7795.3301 eV.